Computed, not measured: a 2-piece molecular cluster, C5H15NO overall in a non-equilibrium geometry, with the ωB97M-V functional and the def2-TZVPD basis.

Calculated values
**Structure (SMILES)**: CCN(C)CC.O
**Molar mass**: 105.18 g mol⁻¹
**Frontier orbital gap**: 9.266 eV
**Electronic energy**: -8963.9405 eV
**Maximum force**: 2.99 eV/A

CARTESIAN COORDINATES (ANGSTROEM)
C -1.08324 -2.50480 -0.52996
C -0.82478 -1.05242 -0.66756
N 0.56667 -0.74283 -0.37835
C 0.71318 -0.69094 1.03192
C 0.98562 0.48869 -1.11863
C 2.21821 1.18653 -0.40667
H -2.24572 -2.71487 -0.60532
H -0.63119 -2.96938 0.34191
H -0.58595 -3.01284 -1.38042
H -1.64895 -0.57914 0.00062
H -1.10425 -0.75685 -1.71011
H 0.12010 0.18887 1.47961
H 0.49638 -1.58453 1.59777
H 1.71325 -0.36451 1.05669
H 1.26538 0.27047 -2.20495
H 0.25738 1.29986 -1.29206
H 3.30879 0.74831 -0.44655
H 1.95919 1.47727 0.63525
H 2.31378 2.24465 -0.89282
O -2.47660 2.76068 2.04130
H -3.34803 3.07712 2.12285
H -1.96923 3.23065 1.32548

Computed, not measured: a 2-piece molecular cluster, C2H2OS overall in a non-equilibrium geometry, with the ωB97M-V functional and the def2-TZVPD basis.

Calculated values
**Molar mass**: 74.10 g mol⁻¹
**Frontier orbital gap (alpha / beta)**: 6.934 / 6.938 eV
**Electronic energy**: -14984.0494 eV
**Maximum force**: 3.61 eV/A

CARTESIAN COORDINATES (ANGSTROEM)
C -1.38073 -0.99176 -0.15611
C -0.18513 -0.80688 -0.08257
O 1.64842 1.67457 -0.06800
S 1.44364 -0.67036 0.10020
H -2.41457 -1.14344 -0.24642
H 0.88837 1.93788 0.45289

Computed, not measured: C19H48BrF9N4O15S3V as an isolated structure in a non-equilibrium geometry, with the ωB97M-V functional and the def2-TZVPD basis.

Calculated values
**Molar mass**: 970.64 g mol⁻¹
**Frontier orbital gap**: 7.851 eV
**Electronic energy**: -209842.0226 eV
**Maximum force**: 2.96 eV/A
**Charge**: +1

CARTESIAN COORDINATES (ANGSTROEM)
O 2.95199 -23.11775 11.02666
V 3.08409 -22.41256 9.58840
O 4.61471 -22.23344 9.11661
C 7.17467 -21.42184 5.04877
C 6.90508 -22.92721 4.94278
C 6.66931 -23.52836 6.30956
O 6.35705 -24.88520 6.06235
C 6.42785 -25.73499 7.17978
N 5.62364 -23.16482 4.17805
H 5.47173 -24.16540 4.00309
H 4.77513 -22.86853 4.69749
H 5.65342 -22.67396 3.28326
H 8.25358 -21.32743 4.94101
H 6.72608 -20.96252 5.92546
H 6.73161 -20.84762 4.22813
H 7.69467 -23.44108 4.40638
H 5.93930 -23.03448 6.96183
H 7.60742 -23.53267 6.89488
H 7.41959 -25.74038 7.66133
H 6.37141 -26.78313 6.89142
H 5.67266 -25.43195 7.90536
C 1.82322 -20.32174 14.21162
C 1.71755 -21.78087 13.79614
C 2.72176 -22.67714 14.51762
O 2.24602 -24.00195 14.36108
C 2.86826 -24.93621 15.22564
N 0.33526 -22.27146 14.10711
H 0.35255 -23.29685 14.19273
H -0.14025 -21.86314 14.91346
H -0.26481 -22.06634 13.28874
H 1.99646 -20.19486 15.28142
H 0.92463 -19.75571 13.96679
H 2.66907 -19.89568 13.67332
H 1.90386 -21.91603 12.73285
H 2.80664 -22.42740 15.57877
H 3.66304 -22.58129 13.97062
H 2.70020 -24.64722 16.27079
H 3.94701 -25.03232 15.09286
H 2.34255 -25.87344 15.06404
C 10.97907 -21.55371 8.02929
C 10.14931 -20.56134 8.80962
C 8.65768 -20.74922 8.70955
O 8.09321 -19.63603 9.33472
C 6.69442 -19.82151 9.51566
N 10.43601 -20.73161 10.29081
H 9.98904 -21.54917 10.77216
H 11.44223 -20.70381 10.46252
H 10.02870 -19.90196 10.74367
H 10.66181 -22.58522 8.19671
H 12.00620 -21.49101 8.40436
H 11.04563 -21.40793 6.95409
H 10.45215 -19.53666 8.61047
H 8.36618 -21.71984 9.12646
H 8.36582 -20.73501 7.65009
H 6.53258 -20.65455 10.20500
H 6.16466 -19.94405 8.56496
H 6.23100 -18.95265 9.98416
C 3.18806 -26.06671 12.05190
C 1.76642 -26.53346 12.06082
C 0.76991 -25.46043 11.64330
O -0.55768 -25.92899 11.80119
C -1.32659 -25.67102 10.63908
N 1.55104 -27.74676 11.20928
H 0.66598 -28.23920 11.37422
H 1.55171 -27.44432 10.21966
H 2.28539 -28.44816 11.34454
H 3.90774 -26.76438 12.49678
H 3.28421 -25.15496 12.63557
H 3.58229 -25.88146 11.04926
H 1.39561 -26.73477 13.07108
H 1.04651 -25.14729 10.64220
H 0.84567 -24.64468 12.35787
H -1.43398 -24.60722 10.43490
H -2.34140 -26.05863 10.77498
H -0.99630 -26.21504 9.74527
C 2.92549 -19.18937 6.33345
F 2.80731 -18.61124 5.16034
F 4.18723 -19.09428 6.76554
F 2.13668 -18.56006 7.20971
S 2.40023 -21.00159 6.30725
O 3.38387 -21.63597 5.43851
O 2.51823 -21.36285 7.71951
O 1.06146 -21.04634 5.80306
C 6.94491 -24.36021 11.06356
F 7.25215 -25.64819 10.99925
F 6.58881 -23.88778 9.86967
F 5.90008 -24.21931 11.88156
S 8.38866 -23.34371 11.66194
O 9.31318 -23.37461 10.51852
O 7.82138 -22.03036 11.98292
O 8.83935 -24.07183 12.82813
C -0.77922 -19.97877 10.54072
F -0.47357 -19.35870 9.41356
F 0.03555 -19.56190 11.53251
F -2.04425 -19.72102 10.85671
S -0.49890 -21.83050 10.26515
O 0.89532 -21.86485 9.83978
O -0.68334 -22.48734 11.56600
O -1.45307 -22.17691 9.25180
Br 2.32119 -24.86900 8.20116